C4H10ClNO | ωB97M-V with the def2-TZVPD basis set

Structure (ORCA input):
```
! RIJCOSX wB97M-V def2-TZVPD def2/J DEFGRID3
* xyz 0 1
C -0.93 -1.39 -0.48
C -1.76 0.41 1.02
C -1.43 -0.05 -0.33
C 1.66 1.44 -0.38
N 2.62 0.57 0.09
O 2.00 1.75 -1.72
Cl 1.60 2.84 0.79
H 0.14 -1.26 -0.79
H -1.33 -1.91 -1.32
H -1.04 -2.02 0.38
H -0.97 0.41 1.74
H -2.19 1.37 1.02
H -2.46 -0.29 1.43
H -1.06 0.83 -0.95
H 2.54 0.16 1.01
H 3.03 0.08 -0.61
H 2.58 2.48 -1.65
*
```

The value obtained for the LUMO energy (spin up / spin down) is -0.15 / 0.69 eV. The calculation puts the energy above the lowest of the compared OMol25 structures with the same formula, charge and spin at 111.0 kcal/mol. The calculation puts the energy at -20366.199 eV.

C4H10ClPSi | ωB97M-V with the def2-TZVPD basis set

Structure (ORCA input):
```
! RIJCOSX wB97M-V def2-TZVPD def2/J DEFGRID3
* xyz 0 1
C -1.03 1.34 -0.40
C -0.71 -1.59 -0.62
C 1.93 -0.11 -1.01
C 0.25 -0.13 1.89
Si 0.18 -0.14 0.01
P -1.41 2.59 0.66
Cl -3.10 3.38 -0.19
H -1.63 1.42 -1.37
H 0.11 -2.27 -1.03
H -1.49 -2.07 -0.03
H -1.19 -1.35 -1.56
H 2.03 -0.85 -1.81
H 2.49 0.85 -1.17
H 2.55 -0.73 -0.27
H 1.27 0.32 2.11
H -0.59 0.40 2.32
H 0.32 -1.06 2.46
*
```

The value obtained for the LUMO energy is -0.07 eV. As for the SMILES: C[Si](C)(C)/C=P/Cl. The calculation puts the energy above the lowest of the compared OMol25 structures with the same formula, charge and spin at 0.0 kcal/mol. The calculation puts the energy at -33998.828 eV.

C4H10CoO2 | ωB97M-V with the def2-TZVPD basis set

Structure (ORCA input):
```
! RIJCOSX wB97M-V def2-TZVPD def2/J DEFGRID3
* xyz 1 5
O 0.56 -1.42 1.97
C -0.43 -0.69 1.74
C 0.20 0.43 1.00
O 1.11 0.00 0.05
C 1.71 0.99 -0.76
Co 1.67 -2.21 0.20
H -1.13 -0.44 2.55
H -1.45 -0.95 -0.04
H 0.55 1.24 1.67
H -0.76 0.76 0.23
H 2.30 0.47 -1.52
H 0.92 1.58 -1.26
H 2.39 1.58 -0.12
C -1.82 -0.39 -1.13
H -1.80 0.68 -1.41
H -1.18 -0.88 -1.87
H -2.85 -0.73 -1.28
*
```

The value obtained for the LUMO energy (spin up / spin down) is -5.55 / -6.94 eV. Its expectation value of S² is 6.0127. The calculation puts the energy at -46017.373 eV.

C4H10F2P | ωB97M-V with the def2-TZVPD basis set

Structure (ORCA input):
```
! RIJCOSX wB97M-V def2-TZVPD def2/J DEFGRID3
* xyz 1 1
C 2.05 -1.86 0.09
C -2.12 1.46 -0.91
C 1.36 -0.66 0.83
C -1.20 1.14 0.33
F -0.62 -1.04 -1.14
F 0.85 0.73 -1.42
P 0.11 0.06 -0.23
H 2.11 -2.68 0.84
H 1.49 -2.20 -0.85
H 3.11 -1.67 -0.17
H -2.37 2.52 -1.03
H -1.59 1.18 -1.83
H -3.07 0.85 -0.83
H 2.10 0.07 1.20
H 0.96 -0.99 1.73
H -1.61 0.54 1.06
H -0.90 1.96 0.85
*
```

The value obtained for the LUMO energy is -3.85 eV. The calculation puts the energy above the lowest of the compared OMol25 structures with the same formula, charge and spin at 0.0 kcal/mol. The calculation puts the energy at -19028.380 eV.